Entry from the OMol25 dataset: the molecule C3H3N3 (the ωB97M-V functional and the def2-TZVPD basis).

Values from the calculation:
Energy (eV): -7626.760
Relative energy (zero: lowest compared OMol25 entry of this formula, charge and spin) (kcal per mole): 64.3
Max |F| (eV Å⁻¹): 5.30
Orbital gap (eV): 9.0

Last column: natural (NBO) charge in e.
Element x y z (Å)
1 H -1.434 -1.444 -0.889  0.322
2 N -1.887 -0.834 -0.189  -0.437
3 C -0.679 -0.356 0.065  0.278
4 C 0.653 -0.231 -0.837  0.051
5 N 1.388 0.710 -0.183  -0.431
6 C 0.626 0.995 0.921  0.267
7 N -0.502 0.500 1.038  -0.472
8 H 0.941 -0.926 -1.675  0.227
9 H 0.894 1.587 1.749  0.195